{"formula": "C29H84N6O11", "method": "ωB97M-V/def2-TZVPD", "symbols": ["C", "O", "C", "C", "C", "N", "H", "H", "H", "H", "H", "H", "H", "H", "H", "H", "H", "C", "O", "C", "C", "C", "N", "H", "H", "H", "H", "H", "H", "H", "H", "H", "H", "H", "C", "O", "C", "C", "C", "N", "H", "H", "H", "H", "H", "H", "H", "H", "H", "H", "H", "C", "O", "C", "C", "C", "N", "H", "H", "H", "H", "H", "H", "H", "H", "H", "H", "H", "C", "O", "C", "C", "C", "N", "H", "H", "H", "H", "H", "H", "H", "H", "H", "H", "H", "C", "O", "C", "C", "C", "N", "H", "H", "H", "H", "H", "H", "H", "H", "H", "H", "H", "O", "C", "C", "O", "H", "H", "H", "H", "H", "H", "C", "O", "H", "H", "H", "H", "C", "O", "H", "H", "H", "H", "C", "O", "H", "H", "H", "H"], "xyz": [[-3.66475, -1.57408, 0.55037], [-4.73685, -2.06644, 1.30901], [-4.93653, -1.45328, 2.54620], [-6.41432, -1.51824, 2.92306], [-7.35257, -1.24087, 1.74786], [-6.70353, -0.49611, 3.94957], [-2.73839, -1.69169, 1.12952], [-3.82075, -0.49789, 0.38928], [-3.49372, -2.01865, -0.42624], [-4.33091, -1.94909, 3.31839], [-4.60397, -0.40558, 2.55973], [-6.65189, -2.49013, 3.37609], [-8.36993, -1.24561, 2.14461], [-7.20014, -1.96044, 0.94873], [-7.18904, -0.20742, 1.43674], [-7.66800, -0.54545, 4.23196], [-6.03097, -0.58109, 4.70095], [-1.39324, 0.69035, -7.93596], [-2.33095, -0.11893, -7.28197], [-1.88026, -1.37430, -6.87567], [-1.11020, -1.26659, -5.49043], [-0.74252, -2.61725, -4.87929], [-1.86376, -0.42579, -4.54942], [-1.07357, 1.51942, -7.29781], [-1.74499, 1.04434, -8.90828], [-0.46707, 0.16720, -8.21749], [-2.70376, -2.05734, -6.64888], [-1.20282, -1.86290, -7.58137], [-0.23062, -0.71042, -5.83289], [-1.53451, -3.34104, -5.05854], [-0.57670, -2.47511, -3.80734], [0.25737, -2.94348, -5.16914], [-2.02571, 0.44514, -5.04913], [-2.80766, -0.81095, -4.47948], [-1.41182, 0.73025, 3.76172], [-1.55804, 1.80738, 4.66464], [-0.29770, 2.31911, 5.03537], [-0.39489, 2.98443, 6.41851], [-0.90565, 2.02164, 7.47461], [-1.38317, 4.10525, 6.38082], [-1.01261, -0.13941, 4.30177], [-0.78322, 0.98836, 2.90738], [-2.38599, 0.36415, 3.43178], [0.49691, 1.56967, 5.10694], [-0.00875, 3.09857, 4.32068], [0.58939, 3.30764, 6.76019], [-0.26270, 1.14181, 7.59542], [-1.87967, 1.60123, 7.22064], [-0.89382, 2.50305, 8.45141], [-1.17911, 4.80063, 5.67387], [-2.21035, 3.58997, 6.08635], [5.18703, -0.92692, 0.50943], [5.17264, -0.09429, 1.63515], [4.44949, 1.11852, 1.41774], [3.82423, 1.57608, 2.72512], [2.89788, 0.49590, 3.30379], [3.12075, 2.83763, 2.68198], [4.20994, -1.40620, 0.38140], [5.95633, -1.69853, 0.52150], [5.40649, -0.36207, -0.40844], [5.22334, 1.81354, 1.07336], [3.72501, 0.99529, 0.60457], [4.66332, 1.61990, 3.42465], [2.30683, 0.92034, 4.11160], [3.45837, -0.33764, 3.73366], [2.26177, 0.00266, 2.56414], [2.41526, 2.77589, 1.95390], [3.63187, 3.70223, 2.60764], [2.74672, -5.66992, -1.31308], [1.34463, -5.80627, -1.13912], [0.96229, -5.91578, 0.22229], [-0.50079, -5.57246, 0.34829], [-0.89459, -4.14077, -0.00686], [-0.98071, -5.94705, 1.68116], [3.28222, -6.51808, -0.88016], [3.08880, -4.70913, -0.91620], [2.86731, -5.64555, -2.39643], [1.09288, -6.95956, 0.52858], [1.58585, -5.28231, 0.86551], [-1.06662, -6.20949, -0.34008], [-1.97563, -4.05500, -0.12524], [-0.54311, -3.85315, -1.00318], [-0.52489, -3.46684, 0.76928], [-0.45844, -5.56679, 2.46056], [-1.96067, -5.72320, 1.76815], [2.64256, 1.30689, -3.20671], [3.30123, 2.48464, -3.61214], [2.85337, 2.93381, -4.86600], [3.53815, 4.23118, -5.22256], [5.04950, 4.09915, -5.18229], [3.05521, 5.34153, -4.36614], [3.05092, 0.43395, -3.72629], [1.56771, 1.40443, -3.38208], [2.78976, 1.12264, -2.14343], [3.07443, 2.16546, -5.62029], [1.76457, 3.07993, -4.88367], [3.26824, 4.58593, -6.22255], [5.59709, 4.90843, -5.67224], [5.36643, 3.21505, -5.75023], [5.44687, 3.99713, -4.17169], [3.71838, 6.10556, -4.43394], [3.10269, 5.02809, -3.39748], [-1.00862, -0.83027, -1.71550], [-0.14891, 0.05432, -1.00702], [0.36399, -0.47578, 0.33024], [1.30571, -1.53309, 0.20654], [-1.43149, -0.45879, -2.50331], [0.69484, 0.17352, -1.69333], [-0.66749, 1.00238, -0.83690], [-0.47746, -0.76564, 0.96793], [0.86650, 0.37363, 0.80062], [0.79390, -2.30988, 0.45309], [1.31340, 3.98848, -0.23694], [0.50588, 3.11236, 0.50982], [1.37446, 5.01111, 0.14309], [2.33852, 3.61039, -0.17023], [1.11541, 3.98518, -1.31373], [-0.38027, 3.48023, 0.64282], [-2.63627, 4.03180, -0.37152], [-2.21448, 3.92359, 0.99947], [-3.56202, 3.45916, -0.49546], [-2.89138, 5.06669, -0.60520], [-1.86542, 3.59119, -0.99530], [-2.86393, 4.36761, 1.54943], [1.64597, -3.16880, 3.11248], [0.94711, -4.13472, 3.87075], [1.02452, -2.33195, 2.78596], [2.50737, -2.77088, 3.65602], [2.06584, -3.66964, 2.23994], [0.93981, -3.93093, 4.80649]], "forces_ev_per_angstrom": [[0.70, 1.15, 0.89], [-0.45, -0.89, -0.93], [0.10, 0.24, 0.45], [-0.71, 0.27, 0.44], [0.31, 0.21, 0.74], [0.99, 0.14, -0.85], [0.13, 0.05, -0.18], [0.18, 0.01, -0.08], [-0.58, -0.51, 0.15], [0.02, -0.11, 0.03], [-0.21, 0.10, -0.33], [0.20, -0.26, -0.51], [-0.12, -0.34, -0.25], [-0.21, 0.14, -0.09], [0.18, -0.11, -0.36], [0.06, -0.10, 0.49], [-0.52, 0.06, 0.38], [1.15, 0.04, -0.47], [-0.56, -0.15, -0.46], [0.83, -0.94, 2.13], [-0.05, 0.31, -1.41], [0.50, 0.88, 0.40], [-0.23, 0.06, -0.31], [-0.23, 0.14, -0.12], [-0.52, 0.22, 0.32], [-0.13, -0.30, 0.35], [-0.45, 0.32, -0.56], [-0.13, 0.12, -0.30], [0.32, 0.04, 0.82], [0.20, -0.31, 0.04], [-0.54, -0.01, 0.07], [-0.33, -0.36, -0.69], [-0.03, 0.14, 0.21], [0.11, -0.11, 0.16], [-0.30, -0.65, 0.45], [0.03, -0.40, -0.18], [0.48, 0.93, 0.84], [-0.92, 0.24, -0.24], [0.42, -0.75, 0.29], [0.35, -0.93, 0.43], [0.48, 0.09, -0.15], [0.01, -0.01, -0.05], [-0.14, 0.57, -0.14], [-0.23, -0.30, -0.35], [0.26, -0.21, -0.17], [0.05, 0.34, -0.38], [0.20, 0.12, -0.26], [-0.16, 0.36, 0.12], [-0.40, 0.10, -0.06], [0.17, -0.15, -0.15], [-0.31, 0.64, -0.06], [-0.34, 0.01, -0.98], [-0.05, -0.26, 0.42], [0.89, -0.20, -0.33], [0.45, -0.71, 0.61], [0.19, -0.50, 0.07], [-0.73, -0.24, -0.28], [-0.01, -0.05, -0.08], [0.06, 0.07, 0.72], [-0.12, 0.13, 0.04], [-0.34, 0.52, -0.06], [-0.27, -0.05, 0.15], [-0.02, 0.42, 0.08], [-0.14, 0.07, -0.13], [0.25, 0.17, -0.05], [-0.22, 0.39, -0.13], [-0.14, 0.39, 0.15], [0.43, -0.24, -0.20], [-0.84, 0.11, -0.51], [0.15, 0.33, 0.29], [0.00, -0.36, -0.42], [-1.11, 0.08, 0.37], [0.37, -0.17, -0.77], [0.16, -0.56, -0.14], [0.15, 0.08, 0.04], [0.16, -0.12, 0.21], [0.34, -0.12, 0.07], [0.06, 0.06, 0.26], [-0.02, 0.10, -0.03], [0.32, -0.14, -0.13], [-0.07, 0.01, 0.57], [0.43, 0.11, 0.22], [-0.24, 0.15, 0.00], [0.02, 0.32, -0.12], [0.01, 0.08, 0.20], [0.01, -0.11, 0.01], [-0.03, 0.28, 0.49], [-0.20, -0.13, -0.59], [0.38, 1.35, 0.12], [0.82, -0.64, -0.41], [-0.04, -0.57, 0.43], [-0.19, -0.03, -0.22], [-0.05, -0.19, -0.07], [0.16, 0.33, 0.05], [0.08, 0.09, -0.11], [-0.01, 0.02, 0.23], [-0.18, -0.71, -0.17], [-0.38, 0.31, 0.13], [-0.07, -0.08, 0.18], [-0.19, -0.04, 0.04], [-0.08, 0.07, -0.03], [0.00, 0.09, -0.07], [-0.51, -1.10, 1.13], [-0.13, -0.22, -1.04], [-0.20, 0.59, -0.63], [-0.44, -0.01, 0.19], [0.47, 0.35, -0.17], [0.33, 0.56, 0.49], [0.27, 0.14, 0.12], [-0.02, -0.04, -0.01], [-0.04, 0.02, 0.05], [0.42, -0.30, -0.35], [1.04, -0.17, -0.28], [-0.15, -0.04, 0.04], [-0.42, 0.04, 0.04], [-0.03, -0.08, 0.09], [-0.44, 0.13, 0.04], [0.12, 0.07, 0.21], [-0.98, -0.19, 0.84], [0.25, 0.00, -0.51], [0.14, -0.11, -0.19], [0.45, 0.02, -0.33], [0.09, 0.27, -0.10], [0.05, -0.03, 0.12], [0.61, 0.11, 0.18], [-0.34, -0.42, -0.22], [-0.12, -0.05, 0.08], [-0.09, 0.10, 0.05], [-0.18, 0.03, -0.07], [0.10, 0.26, 0.01]], "relative_energy_kcal_mol": 64.2, "total_charge": 0, "lumo_energy_ev": 0.4, "smiles": "COC[C@H](C)N.COC[C@H](C)N.COC[C@H](C)N.COC[C@H](C)N.COC[C@H](C)N.COC[C@H](C)N.OCCO.CO.CO.CO", "homo_lumo_gap_ha": 0.3346, "e_homo_ev": -8.74}